C4H12 | ωB97M-V with the def2-TZVPD basis set

Geometry (Å):
C (0.95614, 0.90852, -2.78995)
C (0.20974, 0.53387, -1.46838)
H (1.01090, 1.99609, -2.86679)
H (1.93682, 0.45969, -2.87964)
H (0.36741, 0.56997, -3.66259)
H (-0.75346, 0.09476, -1.74868)
H (0.14720, 1.27292, -0.67562)
H (0.87781, -0.25796, -1.08817)
C (-0.63330, -0.90260, 2.90968)
C (-0.58651, -0.56676, 1.37062)
H (-1.06804, -0.04978, 3.43647)
H (-1.10787, -1.86382, 3.13368)
H (0.43433, -0.98742, 3.14397)
H (-0.69552, -1.36589, 0.65254)
H (-1.40500, 0.14390, 1.29533)
H (0.30936, 0.01450, 1.23753)

Summary:
- Gap between HOMO and LUMO: 12.6 eV
- Charge: 0
- Lowest unoccupied orbital energy: 0.0404 Eh
- Calculated total energy: -4341.8315 eV
- ΔE to the lowest compared entry with this formula, charge and spin: 16.1 kcal/mol
- HOMO level: -11.5 eV

natural (NBO) population analysis, charges in e, atoms 1 to 5: C -0.612; C -0.620; H 0.203; H 0.203; H 0.202



C23H28BrN6O6Tc | ωB97M-V with the def2-TZVPD basis set

Geometry (Å):
Tc (-0.99985, -0.45831, -0.17711)
O (1.30135, -3.27989, 1.45104)
C (0.60428, -2.33688, 1.27692)
O (0.13200, -1.96925, 0.02753)
C (-0.00988, -1.49255, 2.34749)
C (0.17725, -1.58338, 3.70920)
C (-0.56361, -0.72957, 4.52203)
C (-1.45772, 0.18117, 3.96576)
C (-1.57621, 0.21087, 2.59460)
N (-0.86778, -0.61867, 1.84372)
C (-2.44352, 1.10980, 1.76592)
O (-3.18321, 1.92918, 2.20714)
O (-2.30621, 0.84156, 0.43133)
H (0.87662, -2.30655, 4.10491)
H (-0.45088, -0.78205, 5.59655)
H (-2.03800, 0.87017, 4.56379)
C (-1.05298, 0.72039, -3.05106)
N (-1.07935, -0.59475, -2.36713)
C (0.09264, -1.37388, -2.85056)
C (-2.34569, -1.29284, -2.70187)
C (-2.60066, -2.42045, -1.73259)
N (-2.66299, -1.90671, -0.33658)
C (-3.98744, -1.27167, -0.09706)
C (-2.55640, -3.05922, 0.59564)
H (-1.17113, 0.57206, -4.12680)
H (-0.09989, 1.19311, -2.84987)
H (-1.85717, 1.35044, -2.67349)
H (0.04735, -1.45637, -3.93891)
H (0.11025, -2.36248, -2.40237)
H (1.00194, -0.85109, -2.55887)
H (-2.30672, -1.67093, -3.72718)
H (-3.15051, -0.55943, -2.65218)
H (-1.80332, -3.16211, -1.77696)
H (-3.53818, -2.92537, -1.98007)
H (-4.77228, -2.00052, -0.31152)
H (-4.11755, -0.39153, -0.71720)
H (-4.05799, -0.96596, 0.94260)
H (-3.36962, -3.76133, 0.39948)
H (-2.63869, -2.70320, 1.62059)
H (-1.60492, -3.56238, 0.45559)
Br (1.47020, 5.22442, -3.72547)
C (1.49584, 4.77429, -1.89572)
C (2.02402, 5.65752, -0.96678)
N (2.06068, 5.39274, 0.33939)
C (1.56116, 4.22948, 0.74738)
C (1.01909, 3.28140, -0.11442)
C (0.98624, 3.56726, -1.47004)
C (0.45393, 2.03481, 0.46411)
O (0.26864, 1.90866, 1.64834)
O (0.18398, 1.06117, -0.42870)
H (2.42926, 6.61007, -1.28542)
H (1.58985, 4.02982, 1.81100)
H (0.55937, 2.87362, -2.17499)
C (3.57882, -1.83112, -0.83144)
C (3.61694, -0.78195, 0.23002)
N (2.62587, -0.41906, 1.00973)
C (3.14723, 0.56011, 1.84502)
C (4.45031, 0.78288, 1.55398)
N (4.74078, -0.07985, 0.51908)
H (2.66473, -2.41178, -0.73535)
H (4.42417, -2.51363, -0.73778)
H (3.61931, -1.38885, -1.82963)
H (2.54191, 1.04130, 2.59481)
H (5.18138, 1.45013, 1.97424)
H (5.63301, -0.18287, 0.06620)

Summary:
- Gap between HOMO and LUMO (spin up / spin down): 6.3 / 6.6 eV
- Charge: +1
- Multiplicity: 2
- Lowest unoccupied orbital energy (spin up / spin down): -0.1735 / -0.1621 Eh
- Calculated total energy: -117768.9654 eV
- ΔE to the lowest compared entry with this formula, charge and spin: 0.0 kcal/mol
- HOMO level (spin up / spin down): -11.0 / -11.0 eV

natural (NBO) population analysis, charges in e, atoms 1 to 5: Tc 1.483; O -0.501; C 0.803; O -0.645; C 0.101



CH13NO4 | ωB97M-V with the def2-TZVPD basis set

Geometry (Å):
C (1.20337, -1.01891, -0.20648)
N (0.67721, -0.55562, 1.04924)
H (0.55154, -0.65523, -1.02369)
H (1.17078, -2.10800, -0.22783)
H (2.23490, -0.67903, -0.30959)
H (0.65606, 0.47128, 1.11745)
H (-0.28921, -0.87042, 1.25894)
H (3.36167, 3.17553, -1.65173)
H (2.50517, 2.02530, -1.08038)
O (3.41871, 2.29792, -1.25955)
H (0.91080, 1.69813, -0.88942)
H (-1.41264, 1.83040, 0.40929)
O (-1.77257, 1.69748, 1.29550)
H (-2.02479, -1.69449, -0.29080)
H (-2.77903, -1.40377, 2.02435)
O (-2.16347, -1.05727, 1.34853)
H (-2.01394, 0.76240, 1.35854)
H (-2.50312, -2.07955, -1.71908)
O (-1.73143, -1.83617, -1.20327)

Summary:
- Gap between HOMO and LUMO (spin up / spin down): 8.2 / 6.0 eV
- Charge: +1
- Multiplicity: 2
- Lowest unoccupied orbital energy (spin up / spin down): -0.2387 / -0.3216 Eh
- Calculated total energy: -10912.9869 eV
- ΔE to the lowest compared entry with this formula, charge and spin: 131.3 kcal/mol
- HOMO level (spin up / spin down): -14.7 / -14.7 eV

natural (NBO) population analysis, charges in e, atoms 1 to 5: C -0.504; N -0.234; H 0.328; H 0.269; H 0.268



C2H2ClNO | ωB97M-V with the def2-TZVPD basis set

Geometry (Å):
O (-0.53645, -1.45170, 1.41634)
C (-0.36469, -0.63364, 0.58113)
N (-0.61016, -0.24343, -0.67173)
C (0.21642, 0.64625, 0.12792)
Cl (1.95993, 0.67967, -0.18209)
H (-0.48769, -0.63318, -1.58993)
H (-0.17735, 1.63603, 0.31836)

Summary:
- Gap between HOMO and LUMO: 10.9 eV
- Charge: 0
- Lowest unoccupied orbital energy: 0.0313 Eh
- Calculated total energy: -18164.7976 eV
- ΔE to the lowest compared entry with this formula, charge and spin: 13.3 kcal/mol
- HOMO level: -10.0 eV

natural (NBO) population analysis, charges in e, atoms 1 to 5: O -0.514; C 0.683; N -0.605; C -0.156; Cl -0.040